# 1
Here is one molecule with the formula C10H10O at a distorted geometry from the Open Molecules 2025 dataset. Energies are from wB97M-V/def2-TZVPD.

Calculated values
E_LUMO: 0.97 eV
Relative energy (zero: lowest compared OMol25 entry of this formula, charge and spin): 308.3 kJ/mol
Electronic energy: -12576.872 eV
E_HOMO: -0.3280 Ha
Kohn-Sham gap: 0.364 Eh
SMILES: C[C@]12O[C@H]1Cc1ccccc12

ORCA input file:
```
! RIJCOSX wB97M-V def2-TZVPD def2/J DEFGRID3
* xyz 0 1
C -2.155 -1.662 -0.190
C -1.465 -0.351 0.182
O -2.001 0.564 1.229
C -1.920 1.046 -0.051
C -0.355 2.077 -0.243
C 0.650 0.977 0.042
C 2.008 1.164 0.134
C 2.841 0.045 0.263
C 2.270 -1.179 0.166
C 0.921 -1.386 0.146
C 0.068 -0.325 0.214
H -2.623 -2.277 0.495
H -1.472 -2.291 -0.750
H -2.958 -1.280 -0.925
H -2.749 1.457 -0.589
H -0.501 2.811 0.587
H -0.275 2.617 -1.225
H 2.467 2.134 0.042
H 3.871 0.202 0.234
H 2.984 -2.017 0.350
H 0.392 -2.328 -0.112
*
```

# 2
Here is C43H55AsCl3N5OPRuS2Se2Si as an isolated structure at a distorted geometry from the Open Molecules 2025 dataset. Energies are from wB97M-V/def2-TZVPD.

Calculated values
E_LUMO (spin up / spin down): -5.93 / -5.14 eV
Relative energy (zero: lowest compared OMol25 entry of this formula, charge and spin): 222.5 kJ/mol
Electronic energy: -325488.326 eV
⟨S²⟩: 0.823
E_HOMO (spin up / spin down): -0.4446 / -0.4474 Ha
Kohn-Sham gap (spin up / spin down): 0.227 / 0.259 Eh

ORCA input file:
```
! RIJCOSX wB97M-V def2-TZVPD def2/J DEFGRID3
* xyz 2 2
Ru -0.191 -0.415 0.012
C -5.978 0.724 0.750
Si -5.230 1.906 2.033
C -5.756 3.686 1.578
C -5.751 1.423 3.793
C -3.308 1.982 2.046
C -2.708 2.918 2.876
C -1.327 3.055 2.937
C -0.555 2.236 2.137
N -1.097 1.320 1.346
C -2.431 1.167 1.315
S -2.932 -0.140 0.302
H -7.057 0.840 0.739
H -5.762 -0.312 0.991
H -5.617 0.907 -0.258
H -6.838 3.762 1.548
H -5.391 3.991 0.601
H -5.408 4.419 2.299
H -6.833 1.380 3.872
H -5.400 2.132 4.537
H -5.367 0.444 4.063
H -3.331 3.547 3.492
H -0.863 3.769 3.597
H 0.526 2.298 2.132
Se 2.075 -0.186 1.465
P 1.032 -1.478 2.879
Se -0.895 -2.125 2.065
C 0.703 -0.688 4.496
C 1.329 0.495 4.860
C 1.028 1.073 6.082
C 0.109 0.473 6.928
C -0.492 -0.726 6.574
C -0.200 -1.307 5.354
C 2.063 -2.946 3.220
C 1.446 -4.134 3.593
C 2.219 -5.236 3.907
C 3.601 -5.154 3.838
C 4.211 -3.974 3.437
C 3.447 -2.862 3.129
H 2.039 0.961 4.189
H 1.517 1.989 6.378
H -0.143 0.941 7.867
H -1.182 -1.209 7.249
H -0.685 -2.228 5.057
H 0.366 -4.193 3.624
H 1.741 -6.157 4.203
H 4.202 -6.011 4.098
H 5.286 -3.919 3.367
H 3.921 -1.942 2.811
Cl 1.560 -7.349 -0.522
C 2.512 -6.012 -1.052
C 2.904 -5.030 -0.152
C 3.651 -3.956 -0.600
C 4.038 -3.835 -1.931
C 4.898 -2.655 -2.358
C 4.210 -1.779 -3.447
N 3.301 -0.828 -2.863
C 3.291 0.513 -3.096
C 2.263 1.029 -2.365
N 1.644 0.020 -1.686
C 2.308 -1.078 -1.995
O 5.178 -1.886 -1.219
C 6.415 -1.195 -1.176
C 6.627 -0.823 0.258
C 7.585 -1.356 1.079
Cl 8.793 -2.487 0.658
S 7.490 -0.736 2.694
C 6.128 0.217 2.264
C 5.787 0.076 0.959
C 3.670 -4.856 -2.808
Cl 4.193 -4.860 -4.460
C 2.897 -5.927 -2.382
H 2.642 -5.109 0.890
H 3.967 -3.194 0.096
H 5.827 -3.048 -2.802
H 3.681 -2.430 -4.147
H 4.967 -1.219 -4.000
H 3.982 0.993 -3.756
H 1.973 2.057 -2.268
H 2.120 -2.051 -1.578
H 6.368 -0.291 -1.800
H 7.234 -1.832 -1.527
H 5.669 0.838 3.006
H 4.955 0.583 0.503
H 2.606 -6.696 -3.079
N -2.028 3.739 -3.294
C -2.326 2.318 -3.620
C -2.308 1.516 -2.315
N -1.022 1.604 -1.650
C -0.699 2.984 -1.356
C -0.709 3.864 -2.618
H -2.760 4.090 -2.663
H -2.051 4.316 -4.142
H -1.557 1.952 -4.303
H -3.298 2.246 -4.109
H -2.536 0.469 -2.516
H -3.077 1.891 -1.631
H -0.296 1.174 -2.225
H 0.282 3.036 -0.880
H -1.438 3.359 -0.640
H 0.063 3.542 -3.320
H -0.528 4.906 -2.353
C -2.244 -2.004 -3.079
As -0.969 -2.381 -1.624
C 0.148 -3.662 -2.604
C -2.087 -3.688 -0.712
H -2.497 -2.937 -3.584
H -1.832 -1.314 -3.818
H -3.154 -1.592 -2.641
H -0.511 -4.418 -3.032
H 0.851 -4.157 -1.937
H 0.712 -3.187 -3.406
H -2.563 -4.337 -1.450
H -2.854 -3.176 -0.130
H -1.483 -4.290 -0.032
*
```

# 3
Here is a 3-piece molecular cluster, C12H20O8S overall at a distorted geometry from the Open Molecules 2025 dataset. Energies are from wB97M-V/def2-TZVPD.

Calculated values
E_LUMO: 0.34 eV
Relative energy (zero: lowest compared OMol25 entry of this formula, charge and spin): 29.5 kJ/mol
Electronic energy: -39979.496 eV
E_HOMO: -0.3544 Ha
Kohn-Sham gap: 0.367 Eh
SMILES: C[C@H]1COC(=O)O1.C[C@H]1COC(=O)O1.O=S1(=O)CCCC1

ORCA input file:
```
! RIJCOSX wB97M-V def2-TZVPD def2/J DEFGRID3
* xyz 0 1
C -4.862 -4.521 -0.660
C -4.557 -3.040 -0.920
C -5.155 -1.969 0.145
O -4.037 -1.733 0.922
C -2.893 -2.083 0.208
O -1.773 -1.596 0.331
O -3.193 -2.682 -0.821
H -5.906 -4.568 -0.752
H -4.469 -5.119 0.197
H -4.403 -4.901 -1.437
H -4.751 -2.517 -1.913
H -6.004 -2.375 0.643
H -5.477 -0.981 -0.404
C -1.172 2.213 -0.936
C -1.173 2.729 0.560
C -1.674 1.729 1.621
O -0.515 1.331 2.289
C 0.523 2.137 1.863
O 1.633 1.978 2.305
O 0.202 2.883 0.919
H -0.685 2.797 -1.685
H -2.193 1.903 -1.367
H -0.580 1.276 -1.061
H -1.733 3.672 0.687
H -2.121 0.855 1.166
H -2.386 2.319 2.173
O 5.092 -1.149 -1.794
S 4.805 -0.752 -0.445
O 4.580 -1.729 0.562
C 5.931 0.465 0.026
C 5.191 1.865 0.018
C 3.865 1.644 -0.609
C 3.305 0.287 -0.436
H 6.842 0.435 -0.665
H 6.239 0.191 1.041
H 4.999 2.069 1.201
H 5.774 2.600 -0.522
H 4.106 1.855 -1.739
H 2.996 2.268 -0.156
H 2.817 -0.127 -1.109
H 2.814 0.355 0.553
*
```

# 4
Here is C4H4AlO3 as an isolated structure at a distorted geometry from the Open Molecules 2025 dataset. Energies are from wB97M-V/def2-TZVPD.

Calculated values
E_LUMO (spin up / spin down): -14.32 / -14.37 eV
Relative energy (zero: lowest compared OMol25 entry of this formula, charge and spin): 289.7 kJ/mol
Electronic energy: -16925.296 eV
⟨S²⟩: 0.866
E_HOMO (spin up / spin down): -0.6898 / -0.6985 Ha
Kohn-Sham gap (spin up / spin down): 0.163 / 0.170 Eh

ORCA input file:
```
! RIJCOSX wB97M-V def2-TZVPD def2/J DEFGRID3
* xyz 2 2
O 1.082 -0.011 -1.068
C 1.273 -0.716 0.155
O 1.166 0.283 0.976
O 0.926 -1.860 0.267
Al 1.919 1.340 -0.366
C -0.284 -0.247 -1.762
C -0.163 -0.965 -2.920
C -1.373 0.053 -0.948
H -0.708 -1.904 -3.017
H 0.747 -0.877 -3.513
H -1.862 1.022 -1.038
H -1.861 -0.747 -0.391
*
```

Q: Among the records above, which one has the lowest relative energy (zero: lowest compared OMol25 entry of this formula, charge and spin)?
A: C12H20O8S